[1]
CH4CsO as an isolated structure. Source: the OMol25 dataset; level of theory: the ωB97M-V functional and the def2-TZVPD basis.

```
! wB97M-V def2-TZVPD RIJCOSX def2/J DEFGRID3
* xyz 1 1
Cs -1.383 -19.763 -14.112
C -2.572 -23.591 -13.857
O -1.520 -22.744 -14.305
H -2.510 -24.590 -14.300
H -2.743 -23.694 -12.784
H -3.519 -23.229 -14.271
H -0.697 -23.195 -14.072
*
```

The LUMO energy comes out at -3.8 eV. The value obtained for the total energy is -3691.6367 eV. The frontier orbital gap is 11.01 eV. The relative energy (zero: lowest compared OMol25 entry of this formula, charge and spin) is 9.71 kJ/mol.

[2]
A 6-piece molecular cluster, C32H72O7 overall. Source: the OMol25 dataset; level of theory: the ωB97M-V functional and the def2-TZVPD basis.

```
! wB97M-V def2-TZVPD RIJCOSX def2/J DEFGRID3
* xyz 0 1
C 26.098 10.892 19.818
C 25.833 12.145 18.954
C 25.703 13.440 19.772
C 27.122 14.023 20.063
C 27.069 15.482 20.509
C 26.694 15.661 21.966
H 26.502 10.111 19.173
H 25.193 10.511 20.294
H 26.808 11.072 20.628
H 26.600 12.179 18.177
H 24.925 11.904 18.394
H 25.267 13.171 20.736
H 25.170 14.229 19.244
H 27.661 13.299 20.680
H 27.598 13.897 19.083
H 28.077 15.898 20.438
H 26.448 16.067 19.829
H 25.743 15.200 22.236
H 27.523 15.297 22.575
H 26.602 16.729 22.180
C 40.576 17.302 14.207
C 39.550 16.218 14.606
C 40.100 15.367 15.746
C 39.208 14.165 16.134
C 38.018 14.538 17.025
C 36.745 14.623 16.159
H 41.459 16.884 13.712
H 40.973 17.785 15.104
H 40.200 18.024 13.484
H 38.597 16.726 14.756
H 39.436 15.678 13.660
H 40.254 15.996 16.625
H 41.070 14.940 15.485
H 39.015 13.534 15.262
H 39.826 13.463 16.710
H 37.835 13.869 17.869
H 38.246 15.472 17.545
H 36.653 13.693 15.596
H 35.856 14.856 16.748
H 36.813 15.423 15.420
C 30.675 16.288 21.254
C 31.674 15.230 20.745
C 31.014 14.313 19.727
C 31.924 13.180 19.258
C 32.978 13.656 18.261
C 32.556 13.911 16.799
H 30.243 16.792 20.381
H 31.147 17.108 21.793
H 29.854 15.769 21.743
H 32.603 15.724 20.468
H 31.875 14.560 21.588
H 30.564 14.871 18.896
H 30.109 13.825 20.106
H 32.471 12.631 20.028
H 31.243 12.444 18.816
H 33.521 14.518 18.651
H 33.731 12.880 18.082
H 31.767 14.647 16.623
H 33.432 14.421 16.380
H 32.383 13.022 16.196
C 31.417 13.522 24.424
O 30.530 13.138 25.463
C 31.213 12.645 26.583
C 30.214 12.380 27.726
O 29.327 13.427 28.030
C 29.923 14.655 28.433
C 28.857 15.542 29.051
O 28.400 15.122 30.299
C 27.952 16.130 31.177
H 32.222 14.139 24.825
H 30.800 14.073 23.715
H 31.849 12.709 23.834
H 31.851 13.456 26.970
H 31.797 11.748 26.358
H 30.775 12.129 28.630
H 29.604 11.539 27.402
H 30.387 15.079 27.541
H 30.645 14.436 29.231
H 27.994 15.613 28.374
H 29.295 16.550 28.995
H 27.247 15.600 31.824
H 27.369 16.883 30.639
H 28.724 16.528 31.839
O 37.649 9.713 19.148
C 37.285 10.302 18.173
O 38.087 10.462 17.079
C 39.264 9.647 17.028
C 40.080 10.225 15.893
C 36.045 11.104 17.995
H 38.938 8.626 16.810
H 39.789 9.559 17.978
H 39.748 9.993 14.879
H 41.135 9.934 15.892
H 40.172 11.313 15.869
H 35.330 10.408 17.542
H 36.130 11.987 17.367
H 35.571 11.446 18.913
O 35.749 9.861 11.370
C 36.143 9.248 12.327
O 36.062 9.600 13.608
C 35.531 10.874 13.919
C 34.009 10.840 14.075
C 37.169 8.147 12.151
H 35.677 11.590 13.104
H 35.984 11.278 14.821
H 33.738 10.259 14.957
H 33.501 10.503 13.173
H 33.656 11.863 14.234
H 37.088 7.698 11.162
H 37.034 7.356 12.891
H 38.198 8.495 12.227
*
```

The LUMO energy comes out at 0.6 eV. As for the SMILES: CCOC(C)=O.CCOC(C)=O.COCCOCCOC.CCCCCC.CCCCCC.CCCCCC. The value obtained for the total energy is -48681.7474 eV. The frontier orbital gap is 10.16 eV.

[3]
A 2-piece molecular cluster, C7H13N3O overall. Source: the OMol25 dataset; level of theory: the ωB97M-V functional and the def2-TZVPD basis.

```
! wB97M-V def2-TZVPD RIJCOSX def2/J DEFGRID3
* xyz 0 1
C -1.254 3.299 0.516
C 1.310 1.149 -0.579
C -0.033 2.572 0.329
C 1.109 2.590 1.116
N 0.075 1.686 -0.731
N 1.999 1.641 0.544
H 1.566 0.473 -1.341
H 2.912 1.402 0.817
H 1.389 3.165 1.906
H -1.246 4.054 -0.312
H -1.439 3.832 1.444
H -2.174 2.743 0.255
C 0.402 -2.160 -0.295
C 0.436 -3.161 0.891
C -1.084 -1.859 -0.606
O -1.770 -1.324 0.237
N -1.603 -1.942 -1.915
H 0.847 -1.290 0.196
H 1.049 -2.419 -1.172
H 0.576 -4.121 0.465
H -0.690 -3.188 1.265
H -2.579 -1.761 -2.094
H -0.991 -2.252 -2.644
H 1.192 -3.130 1.708
*
```

The LUMO energy comes out at 0.8 eV. As for the SMILES: Cc1c[nH]cn1.CCC(N)=O. The value obtained for the total energy is -13986.8403 eV. The frontier orbital gap is 9.10 eV. The relative energy (zero: lowest compared OMol25 entry of this formula, charge and spin) is 146.96 kJ/mol.

[4]
C4H6S as an isolated structure. Source: the OMol25 dataset; level of theory: the ωB97M-V functional and the def2-TZVPD basis.

```
! wB97M-V def2-TZVPD RIJCOSX def2/J DEFGRID3
* xyz 0 1
C 0.248 -0.833 0.960
C 0.454 0.594 0.528
C -0.704 1.028 -0.467
C -1.666 0.714 -1.405
H 0.890 -1.696 -0.045
H -0.998 -1.215 0.966
H 0.890 -0.660 1.834
H 0.301 1.375 1.282
H 1.145 -0.194 -1.574
H -2.720 0.550 -1.845
S 2.160 0.337 -0.234
*
```

The LUMO energy comes out at -0.2 eV. The value obtained for the total energy is -15072.3080 eV. The frontier orbital gap is 8.66 eV. The relative energy (zero: lowest compared OMol25 entry of this formula, charge and spin) is 722.17 kJ/mol.

[5]
A single C4H6Cl4Si molecule. Source: the OMol25 dataset; level of theory: the ωB97M-V functional and the def2-TZVPD basis.

```
! wB97M-V def2-TZVPD RIJCOSX def2/J DEFGRID3
* xyz 0 1
C 1.353 0.878 -1.085
C 0.917 0.021 -0.283
C 1.288 -0.219 1.176
C -0.289 -0.728 -0.720
Si -2.040 0.120 0.333
Cl -0.154 -2.425 -0.325
Cl -1.846 2.047 -0.221
Cl -3.657 -0.733 -0.552
Cl -2.287 -0.003 2.261
H 0.886 0.919 -2.101
H 2.207 1.576 -0.846
H 2.031 0.451 1.397
H 0.349 -0.016 1.713
H 1.671 -1.250 1.059
H -0.429 -0.638 -1.806
*
```

The LUMO energy comes out at 0.4 eV. As for the SMILES: C=C(C)[C@@H](Cl)[Si](Cl)(Cl)Cl. The value obtained for the total energy is -62215.5274 eV. The frontier orbital gap is 9.88 eV. The relative energy (zero: lowest compared OMol25 entry of this formula, charge and spin) is 95.86 kJ/mol.

[6]
An isolated ion of composition C2H7N4S and charge +1. Source: the OMol25 dataset; level of theory: the ωB97M-V functional and the def2-TZVPD basis.

```
! wB97M-V def2-TZVPD RIJCOSX def2/J DEFGRID3
* xyz 1 1
C 1.063 -0.292 -0.128
C -0.440 1.053 -1.251
N 0.748 0.675 -0.929
N 0.170 -0.645 0.860
N 2.255 -0.896 -0.185
N -1.078 -0.008 0.798
S -1.586 0.130 -2.183
H -0.612 2.060 -1.251
H 0.743 -0.923 1.634
H 2.893 -0.629 -0.961
H 2.511 -1.834 0.023
H -1.191 0.791 1.312
H -1.839 -0.637 0.992
H -2.628 0.821 -1.719
*
```

The LUMO energy comes out at -4.3 eV. The value obtained for the total energy is -18974.7732 eV. The frontier orbital gap is 9.66 eV. The relative energy (zero: lowest compared OMol25 entry of this formula, charge and spin) is 94.38 kJ/mol.

[7]
An isolated ion of composition C15H12Cl2NO4 and charge -1. Source: the OMol25 dataset; level of theory: the ωB97M-V functional and the def2-TZVPD basis.

```
! wB97M-V def2-TZVPD RIJCOSX def2/J DEFGRID3
* xyz -1 1
Cl 2.962 0.279 2.197
C 1.273 0.108 2.223
C 0.417 1.173 2.031
C -1.044 1.027 2.000
O -1.748 2.009 1.765
C -1.566 -0.339 2.279
Cl -3.223 -0.494 2.035
C -0.802 -1.558 2.677
C 0.743 -1.295 2.351
O 1.460 -2.261 2.224
H 0.870 2.151 1.826
H -1.149 -2.353 2.040
C -5.314 -1.063 5.798
C -4.628 -1.943 4.808
O -3.183 -1.880 5.036
C -2.544 -2.608 4.130
C -1.034 -2.354 3.987
C -0.288 -3.749 4.065
C -0.686 -4.820 3.298
C 0.302 -5.840 3.092
N 1.502 -5.759 3.615
C 1.735 -4.866 4.590
C 0.846 -3.839 4.862
O -3.151 -3.414 3.432
H -6.336 -0.938 5.460
H -5.368 -1.528 6.778
H -4.855 -0.086 5.880
H -4.941 -2.992 4.897
H -4.797 -1.590 3.783
H -0.681 -1.681 4.751
H -1.638 -4.935 2.819
H 0.081 -6.736 2.477
H 2.661 -4.975 5.166
H 1.087 -3.097 5.620
*
```

The LUMO energy comes out at 2.9 eV. As for the SMILES: CCOC(=O)[C@@H](c1ccncc1)[C@@H]1C(=O)C(Cl)=CC([O-])=C1Cl. The value obtained for the total energy is -50474.5555 eV. The frontier orbital gap is 6.00 eV. The relative energy (zero: lowest compared OMol25 entry of this formula, charge and spin) is 37.07 kJ/mol.

[8]
A single C5H10FNS molecule. Source: the OMol25 dataset; level of theory: the ωB97M-V functional and the def2-TZVPD basis.

```
! wB97M-V def2-TZVPD RIJCOSX def2/J DEFGRID3
* xyz 0 1
C 1.943 -0.898 -1.412
C -0.066 -1.036 -0.081
C -0.606 -0.155 -1.261
C 0.143 -0.266 1.165
C 0.908 1.027 0.880
H 1.171 -0.016 -1.951
H 2.776 -0.371 -0.665
H 2.464 -1.634 -2.321
H 0.971 -2.420 -1.152
H -1.059 -1.614 0.094
H -0.443 -0.608 -2.198
H -0.042 0.752 -1.309
H 0.185 -0.705 2.179
H 1.084 1.137 -0.234
H 1.684 1.752 1.510
N 1.144 -1.751 -0.537
F -1.964 0.149 -0.818
S -0.816 1.414 1.339
*
```

The LUMO energy comes out at 0.7 eV. As for the SMILES: CN[C@H](CF)[C@H]1CS1. The value obtained for the total energy is -20385.0456 eV. The frontier orbital gap is 9.23 eV. The relative energy (zero: lowest compared OMol25 entry of this formula, charge and spin) is 456.81 kJ/mol.

[9]
C14H22BrI2NdO3P2 as an isolated structure. Source: the OMol25 dataset; level of theory: the ωB97M-V functional and the def2-TZVPD basis.

```
! wB97M-V def2-TZVPD RIJCOSX def2/J DEFGRID3
* xyz 2 4
I -1.747 5.734 -2.462
I 0.395 4.758 -3.795
Nd -0.631 1.129 0.065
P 1.736 2.373 0.522
C 3.455 1.986 0.011
C 1.493 4.198 0.574
H 2.224 4.658 1.249
H 2.309 2.359 2.958
H 0.466 4.429 0.907
H 0.569 1.996 2.716
H 3.549 2.311 -1.048
H 1.552 4.581 -0.458
C 1.591 1.824 2.321
H 4.195 2.489 0.662
H 1.751 0.736 2.425
H 3.583 0.881 0.021
P -2.156 0.330 -2.032
C -1.821 -0.785 -3.450
C -3.179 -0.676 -0.807
H -3.495 2.355 -1.702
H -4.207 1.287 -2.975
H -2.733 2.337 -3.265
C -3.278 1.693 -2.557
H -3.411 -0.088 0.105
H -4.123 -1.008 -1.261
H -2.759 -1.163 -3.900
H -1.170 -1.614 -3.097
H -2.619 -1.555 -0.441
H -1.224 -0.196 -4.180
C 1.136 0.484 -2.110
O 1.888 -0.103 -2.784
Br 1.850 -2.899 -0.660
C 1.114 -3.449 0.988
C 1.461 -4.724 1.469
C 0.956 -5.205 2.674
C 0.087 -4.404 3.422
C -0.270 -3.114 2.947
C 0.237 -2.627 1.736
C -0.185 -1.265 1.304
O -1.001 -0.500 1.971
O 0.280 -0.781 0.184
H 2.137 -5.331 0.873
H 1.252 -6.208 3.015
H -0.318 -4.755 4.362
H -0.936 -2.478 3.502
*
```

The LUMO energy (alpha / beta) comes out at -6.9 / -6.9 eV. The value obtained for the total energy is -141102.9674 eV. The frontier orbital gap (alpha / beta) is 7.26 / 7.26 eV.

[10]
A 7-piece molecular cluster, C3H20N6O7 overall. Source: the OMol25 dataset; level of theory: the ωB97M-V functional and the def2-TZVPD basis.

```
! wB97M-V def2-TZVPD RIJCOSX def2/J DEFGRID3
* xyz 0 1
C 2.772 -0.863 0.817
O 1.947 -0.030 0.447
N 3.121 -1.041 2.080
N 3.211 -1.829 -0.044
H 2.743 -0.428 2.785
H 3.656 -1.795 2.475
H 2.912 -1.770 -1.001
H 3.928 -2.485 0.211
C -2.087 -2.293 0.060
O -2.992 -1.456 -0.147
N -2.147 -3.556 -0.403
N -0.882 -1.975 0.481
H -2.876 -3.840 -1.034
H -1.486 -4.259 -0.127
H -0.167 -2.673 0.399
H -0.710 -1.031 0.810
C -0.807 1.381 -1.901
O -0.564 2.421 -1.266
N 0.067 0.327 -1.846
N -1.618 1.216 -2.927
H 0.952 0.440 -1.381
H -0.147 -0.483 -2.395
H -2.294 1.966 -2.995
H -1.898 0.285 -3.180
O -0.245 1.044 1.177
H -0.637 1.643 0.510
H 0.563 0.683 0.750
O 1.255 4.236 0.398
H 1.397 3.417 -0.085
H 1.512 4.036 1.306
O -3.830 0.931 -0.840
H -3.161 0.265 -0.619
H -4.638 0.430 -0.967
O 1.296 2.671 2.789
H 1.181 2.095 3.547
H 0.673 2.323 2.120
*
```

The LUMO energy comes out at -0.1 eV. As for the SMILES: NC(N)=O.NC(N)=O.NC(N)=O.O.O.O.O. The value obtained for the total energy is -26711.5528 eV. The frontier orbital gap is 9.57 eV. The relative energy (zero: lowest compared OMol25 entry of this formula, charge and spin) is 93.28 kJ/mol.